No. 1
A molecular structure, C48H35N6NbO2P in a non-equilibrium geometry, computed with wB97M-V/def2-TZVPD.

Last column: Mulliken charge in e.
CARTESIAN COORDINATES (ANGSTROEM)
1 Nb 10.6806 9.6215 14.1777  -1.5626
2 P 9.3788 11.1817 12.0339  2.1934
3 O 11.2322 5.4479 15.1719  -0.5579
4 O 10.2237 6.9548 11.8671  -0.4644
5 N 10.3439 11.7938 15.2903  0.2719
6 N 11.4784 7.7030 14.5538  0.8615
7 N 11.7174 9.8150 16.5091  -0.0792
8 N 11.2054 9.1726 8.9985  0.0584
9 N 11.2236 9.0305 12.2496  1.5330
10 N 9.2633 8.4727 14.9303  0.9164
11 C 11.0392 8.8989 19.0611  -0.7161
12 C 10.3591 10.0149 18.5753  0.6088
13 C 12.1629 8.3879 18.3772  -0.8107
14 C 7.6967 10.7899 9.8618  -0.8849
15 C 10.1184 13.0545 14.8535  -0.4034
16 C 8.9055 11.9656 18.7826  -0.9033
17 C 6.5837 14.7939 12.5765  -0.6230
18 C 13.6615 8.8309 12.0175  -0.8866
19 C 7.0839 12.4633 12.6986  -0.8760
20 C 10.9005 6.8691 9.0329  -0.8398
21 C 14.6986 7.9119 12.1119  -0.9218
22 C 14.8740 7.1016 13.2119  -0.7744
23 C 11.8804 12.9198 9.2317  -0.9187
24 C 9.4820 10.8621 19.3501  -0.9696
25 C 9.1361 12.3136 17.4034  0.5706
26 C 10.8343 11.9259 11.1902  1.2020
27 C 12.6601 7.8057 13.8953  0.5769
28 C 11.5617 7.9246 6.9449  -0.8678
29 C 7.0482 6.7503 15.1388  -0.5122
30 C 10.9428 8.0773 9.7166  0.3293
31 C 10.7040 7.9603 11.3663  -0.0138
32 C 9.3564 13.9417 15.6250  -0.8365
33 C 8.7642 14.0199 11.9414  -0.5513
34 C 12.5499 8.9635 17.1781  -0.5016
35 C 9.4567 7.0865 15.1677  0.3915
36 C 13.1306 12.8102 9.8417  -0.8615
37 C 10.0290 11.5074 16.5967  0.3954
38 C 8.2509 10.1700 10.9708  1.2652
39 C 13.2303 12.3267 11.1434  -0.5276
40 C 7.8524 15.0580 12.1207  -0.7152
41 C 8.3561 6.2480 15.2083  -0.9217
42 C 7.7917 8.9010 11.3396  0.8023
43 C 6.7418 8.2974 10.6286  -1.0893
44 C 11.5101 9.1137 7.6885  -0.2326
45 C 13.8861 7.1603 14.1939  -0.7471
46 C 11.1850 6.7825 7.6740  -0.4989
47 C 10.8307 6.5788 15.0232  -0.0971
48 C 7.9886 8.9819 14.8510  -0.0665
49 C 6.6760 10.1522 9.1130  -0.9303
50 C 10.7528 12.4295 9.9077  -0.2069
51 C 6.8843 8.1286 15.0384  -0.9882
52 C 8.7315 13.4982 16.8065  -0.8601
53 C 12.0948 11.8732 11.7988  -0.5801
54 C 8.3896 12.6858 12.2044  1.1030
55 C 6.1930 13.4978 12.8441  -0.8489
56 C 10.6741 10.3695 17.1954  0.7716
57 C 12.5684 8.7528 12.8550  0.8028
58 C 6.2229 8.9010 9.4847  -0.8367
59 H 9.7816 14.3063 11.6631  0.3088
60 H 10.7223 8.4438 20.0032  0.5088
61 H 6.2449 10.6554 8.2617  0.4919
62 H 6.2205 6.0702 15.2452  0.5424
63 H 7.8395 10.0270 14.6716  0.5607
64 H 15.7231 6.4129 13.2052  0.4510
65 H 11.0668 5.8162 7.2093  0.4725
66 H 7.9445 11.8360 9.6204  0.1596
67 H 12.7498 7.5493 18.7570  0.5074
68 H 11.8177 13.3564 8.2558  0.5731
69 H 8.2567 8.3721 12.1611  -0.2135
70 H 12.1922 11.4386 12.7938  0.1144
71 H 8.4995 5.1674 15.2648  0.5659
72 H 14.0111 13.1483 9.3185  0.4559
73 H 9.2186 14.9442 15.2355  0.5358
74 H 13.6156 9.4864 11.1578  0.5909
75 H 13.8733 6.4367 14.9873  0.5673
76 H 8.1886 16.0827 11.8968  0.4424
77 H 10.6159 13.3692 13.9426  0.6544
78 H 11.7738 10.0703 7.2501  0.4807
79 H 5.8839 15.6191 12.6987  0.4495
80 H 9.7964 12.4601 9.3707  0.0687
81 H 7.9428 14.0904 17.2245  0.5500
82 H 10.6579 6.0202 9.6370  0.5931
83 H 14.1882 12.2903 11.6578  0.5260
84 H 13.5643 8.9032 16.7736  0.5975
85 H 5.4339 8.4329 8.9445  0.5097
86 H 11.7686 7.9504 5.8740  0.4431
87 H 9.2688 10.6084 20.3785  0.4962
88 H 5.2027 13.3121 13.2119  0.5111
89 H 15.3894 7.8384 11.2748  0.4901
90 H 6.7755 11.4336 12.8932  0.3253
91 H 5.9129 8.6020 14.9961  0.5450
92 H 6.3151 7.3415 10.9323  0.4700
93 H 8.3026 12.6442 19.3754  0.4849

## Properties
F_max in eV/A: 4.628
E_HOMO in eV: -16.047
LUMO in hartree: -0.3837
Net charge: +3
Energy relative to the best compared isomer or geometry (same formula, charge and spin) in kJ/mol: 0.00

=====

No. 2
A molecular structure, C48H36AsCuN4SeSi in a non-equilibrium geometry, computed with wB97M-V/def2-TZVPD.

Last column: Mulliken charge in e.
CARTESIAN COORDINATES (ANGSTROEM)
1 Se 5.2926 -1.1877 5.7391  0.2439
2 As -1.7599 -1.4564 -1.3034  1.4752
3 Cu 0.1079 -0.7908 0.5905  -1.5008
4 Si 0.0860 1.5267 0.6627  1.8864
5 N 1.9836 -1.7242 0.5487  0.4933
6 N 3.5285 -1.2783 5.8012  -0.8963
7 N 0.1026 -1.6508 2.4251  0.0548
8 N 5.3585 -1.3683 3.9809  -0.8884
9 C 0.6698 -1.5446 5.1475  -0.6655
10 C 2.8922 -1.8423 -0.4099  -0.2046
11 C -1.6417 3.7666 1.4335  -0.3772
12 C 3.7702 -1.6182 2.1568  0.5707
13 C 4.7065 -1.7195 1.1313  -0.8590
14 C -1.5003 2.6016 0.6771  -0.3629
15 C 2.9724 3.4723 -2.5457  -0.6338
16 C -5.3359 -2.6071 -3.3838  -0.6836
17 C -3.9095 4.0502 0.6737  -0.6545
18 C -4.5715 -0.8630 -1.3840  -0.2691
19 C 0.8013 0.4686 -4.0409  -0.8735
20 C 2.0858 2.9097 2.2973  -0.4645
21 C -3.7896 2.8987 -0.0924  -0.4417
22 C -0.9308 -3.1262 -1.8843  0.2699
23 C -6.2826 -1.7825 -2.7936  -0.5006
24 C -0.6329 -1.6259 4.6971  -0.7897
25 C -0.2120 -4.7029 -3.5689  -0.7627
26 C 4.1260 -1.4685 3.5539  1.0917
27 C 1.2019 2.3216 -0.6833  0.7295
28 C 3.2874 2.2668 -1.9339  -0.6234
29 C 0.4567 1.6602 3.5129  -0.2473
30 C 3.1022 -1.4194 4.5727  1.0351
31 C 0.9488 2.0984 2.2806  0.2987
32 C 2.2011 2.8097 4.7002  -0.7461
33 C -2.8305 4.4843 1.4302  -0.6953
34 C 1.3788 -1.6174 2.8539  -0.0888
35 C -1.8145 0.7773 -3.1831  -0.2877
36 C 0.0404 1.5286 -4.5115  -0.5041
37 C 2.4069 -1.6595 1.8282  -0.0768
38 C -3.6052 -1.6639 -1.9928  0.3275
39 C 0.9051 3.5317 -1.3131  -0.5832
40 C -4.0082 -2.5500 -2.9849  -0.3708
41 C 4.2598 -1.8585 -0.1666  -0.9392
42 C 0.2575 -0.4223 -3.1306  0.3820
43 C -2.5973 2.1903 -0.0812  -0.2182
44 C 1.0696 2.0046 4.7084  -0.6071
45 C -1.2692 1.6796 -4.0832  -0.8010
46 C 2.7023 3.2681 3.4901  -0.7504
47 C -1.0549 -0.2802 -2.6924  0.1213
48 C 0.1117 -5.2113 -1.2447  -0.7201
49 C -0.4644 -3.9956 -0.9023  -0.5711
50 C 1.7026 -1.5267 4.2156  0.4799
51 C 1.7763 4.1015 -2.2334  -0.7366
52 C -5.8982 -0.9135 -1.7837  -0.7155
53 C -0.7737 -3.4838 -3.2230  -0.0913
54 C -0.8694 -1.6572 3.3296  -0.5196
55 C 2.4061 1.7050 -1.0222  0.0330
56 C 0.2224 -5.5744 -2.5782  -0.5002
57 H -0.5488 -3.7120 0.1419  0.2725
58 H -4.8418 4.6014 0.6788  0.3665
59 H 0.6574 -6.5275 -2.8510  0.4029
60 H 0.9081 -1.4880 6.2012  0.5889
61 H -4.2811 -0.1983 -0.5778  0.4388
62 H 1.5276 5.0469 -2.7024  0.3718
63 H 0.8550 -1.2450 -2.7571  0.0879
64 H 1.8217 0.3458 -4.3812  0.3627
65 H 4.9545 -1.9664 -0.9876  0.5056
66 H -2.9178 5.3916 2.0167  0.4073
67 H -4.6287 2.5601 -0.6910  0.4808
68 H -2.4944 1.2897 -0.6736  0.0846
69 H -1.8784 -1.6764 2.9350  0.4699
70 H -3.2961 -3.2152 -3.4519  0.3425
71 H -0.1085 -4.9697 -4.6133  0.4072
72 H -0.0241 4.0379 -1.0716  0.3757
73 H 2.5121 -1.9126 -1.4211  0.2146
74 H -0.8076 4.1117 2.0350  0.4045
75 H -1.0674 -2.7885 -4.0003  0.4826
76 H -7.3158 -1.8284 -3.1135  0.3716
77 H 5.7605 -1.6934 1.3731  0.5467
78 H 2.4966 3.2651 1.3586  0.4684
79 H 4.2174 1.7632 -2.1764  0.4179
80 H 3.5761 3.9095 3.4776  0.4171
81 H 0.4798 -5.8765 -0.4736  0.4322
82 H 2.6704 0.7722 -0.5421  -0.0474
83 H -0.4355 1.0395 3.5330  0.5858
84 H 2.6828 3.0836 5.6311  0.3903
85 H 0.6694 1.6437 5.6499  0.4010
86 H -6.6347 -0.2848 -1.2991  0.4037
87 H 0.4675 2.2342 -5.2125  0.3877
88 H -1.8672 2.5052 -4.4480  0.4174
89 H -5.6338 -3.3059 -4.1554  0.4040
90 H -2.8416 0.8939 -2.8566  0.3285
91 H -1.4597 -1.6601 5.3925  0.4032
92 H 3.6569 3.9223 -3.2548  0.3344

## Properties
F_max in eV/A: 1.051
E_HOMO in eV: -6.507
LUMO in hartree: -0.0338
Net charge: 0

=====

Among the records above, which one has the highest net charge?
C48H35N6NbO2P

=====

Look up the F_max of the first one.
4.628 eV/A

=====

Number 1 is which compound?
C48H35N6NbO2P

=====

Which value of F_max does entry 2 give?
1.051 eV/A